No. 1
A cluster of 2 separate species, C5H8O in total, computed with ωB97M-V/def2-TZVPD.

Each line ends with the Löwdin charge.
Cartesian coordinates (Å):
H  -1.63394  1.57810  0.97629  0.070
C  -0.35344  0.41603  -0.37093  -0.079
C  -0.78046  -0.83021  0.28723  -0.164
H  2.66955  -1.48725  -0.13634  0.081
H  4.38165  -0.79890  -0.22385  0.087
H  -1.56341  -0.75158  1.05219  0.065
H  -1.78825  1.72470  -0.79269  0.101
O  2.92141  0.46829  0.64750  -0.034
H  0.10983  -1.28440  0.72687  0.072
C  3.31555  -0.62316  -0.18829  -0.181
C  -1.07204  1.62275  0.03386  -0.163
H  -1.09440  -1.52159  -0.49703  0.082
C  2.77182  0.68257  -0.60110  -0.008
H  -0.43809  2.50734  -0.00804  0.071

Properties
Energy relative to the best compared isomer or geometry (same formula, charge and spin): 172.6 kcal per mole
M: 84.12 g mol⁻¹
Kohn-Sham gap: 0.3050 Eh

No. 2
The molecule C5H8O, computed with ωB97M-V/def2-TZVPD.

Each line ends with the Löwdin charge.
Cartesian coordinates (Å):
C  0.21032  -0.10274  -1.22338  -0.032
H  -2.28817  1.10546  -0.39398  0.098
H  -0.84269  -1.43202  -2.49890  0.124
H  2.29952  1.69684  -0.29012  0.073
C  2.28066  0.69111  0.13502  -0.110
H  1.31019  -1.22821  0.00245  0.109
C  1.23735  -0.22232  -0.41291  -0.199
C  -2.19664  0.11721  0.07534  -0.083
O  -2.01776  -0.84447  -0.95396  -0.123
H  -1.36291  0.14053  0.78613  0.084
H  -3.12150  -0.15824  0.58728  0.092
H  2.09905  0.76836  1.21603  0.075
H  3.26221  0.21811  0.01040  0.072
C  -0.84154  -0.79755  -1.61768  -0.180

Properties
Energy relative to the best compared isomer or geometry (same formula, charge and spin): 67.7 kcal per mole
M: 84.12 g mol⁻¹
Kohn-Sham gap: 0.3481 Eh
SMILES string: CC=C=COC

No. 3
The molecule C5H8O, computed with ωB97M-V/def2-TZVPD.

Each line ends with the Löwdin charge.
Cartesian coordinates (Å):
O  -0.90047  0.27571  -2.30642  0.093
H  -0.83178  -1.61311  0.17008  0.127
H  0.16118  -1.91024  -1.29338  0.117
C  -0.83086  1.07992  0.00768  -0.088
H  1.48870  -1.18898  1.04516  0.107
H  1.86267  -0.28464  -0.42523  0.117
C  -0.10100  -1.18113  -0.52835  -0.122
C  1.05239  -0.55969  0.26400  -0.200
H  -0.99177  2.08661  -0.40429  0.117
H  -0.02635  0.31239  1.88284  0.099
H  1.17517  1.39250  1.20893  0.106
C  0.39610  0.66750  0.93709  -0.167
H  -1.74438  0.85020  0.57293  0.114
C  -0.70959  0.07296  -1.13103  -0.420

Properties
Energy relative to the best compared isomer or geometry (same formula, charge and spin): 8.3 kcal per mole
M: 84.12 g mol⁻¹
Kohn-Sham gap: 0.3796 Eh
SMILES string: O=C1CCCC1

No. 4
The molecule C5H8O, computed with ωB97M-V/def2-TZVPD.

Each line ends with the Löwdin charge.
Cartesian coordinates (Å):
H  2.53118  -0.06385  -0.48157  0.061
O  0.31936  0.43037  -1.81974  0.034
H  0.05204  -0.66210  1.27614  0.099
H  1.25135  0.66903  -1.79065  0.090
C  -2.40974  0.17115  0.53904  0.017
H  -3.47631  0.34490  0.50451  0.055
H  -2.00941  -0.13234  1.50010  0.055
C  -0.15752  0.19514  -0.55537  -0.357
H  2.35703  -1.38865  0.62003  0.078
H  -2.04910  0.42304  -1.51410  0.106
C  -1.62775  0.29785  -0.52232  -0.114
H  2.52601  0.23830  1.29152  0.073
C  2.09232  -0.33817  0.47754  -0.085
C  0.60056  -0.18466  0.47486  -0.111

Properties
Energy relative to the best compared isomer or geometry (same formula, charge and spin): 34.8 kcal per mole
M: 84.12 g mol⁻¹
Kohn-Sham gap: 0.3365 Eh
SMILES string: C=C/C(O)=C/C

No. 5
The molecule C5H8O, computed with ωB97M-V/def2-TZVPD.

Each line ends with the Löwdin charge.
Cartesian coordinates (Å):
C  2.37680  0.10207  0.25783  -0.039
H  -2.80697  -1.68489  -0.97079  0.068
H  0.17850  2.24333  0.63282  0.108
H  -2.94446  -0.32816  0.16399  0.077
H  2.66498  -0.25799  1.25291  0.083
H  -1.74787  -1.58415  0.47251  0.076
O  0.71981  1.58326  1.09233  0.005
C  0.93836  0.52204  0.21721  -0.389
C  -1.20995  -0.19902  -1.06560  -0.157
H  2.98021  0.99932  0.07499  0.083
C  -2.23583  -1.01412  -0.32038  -0.106
H  2.61342  -0.65444  -0.49419  0.082
H  -1.52692  0.24069  -2.01489  0.098
C  -0.04181  0.08468  -0.53981  0.011

Properties
Energy relative to the best compared isomer or geometry (same formula, charge and spin): 46.0 kcal per mole
M: 84.12 g mol⁻¹
Kohn-Sham gap: 0.3539 Eh
SMILES string: CC=C=C(C)O

No. 6
The molecule C5H8O, computed with ωB97M-V/def2-TZVPD.

Each line ends with the Löwdin charge.
Cartesian coordinates (Å):
H  -0.29676  -1.08577  1.68600  0.110
H  -0.20193  2.02610  -0.16687  0.114
H  1.43862  -0.78915  -1.52570  0.094
O  -2.09174  -0.04486  -0.53395  0.026
C  -0.71338  -0.09859  -0.30665  -0.388
H  -0.70501  1.27096  1.40757  0.116
C  -0.21990  1.11605  0.44214  -0.103
H  1.91597  0.29612  0.97363  0.131
C  0.85151  0.04292  -1.09604  -0.021
H  0.44624  -1.97994  0.29714  0.107
H  -2.56809  -0.88386  -0.57366  0.101
H  1.07632  0.95855  -1.66695  0.093
C  0.99965  0.18525  0.40671  -0.296
C  0.06849  -1.01377  0.65666  -0.085

Properties
Energy relative to the best compared isomer or geometry (same formula, charge and spin): 69.7 kcal per mole
M: 84.12 g mol⁻¹
Kohn-Sham gap: 0.3902 Eh

No. 7
A structure of composition C5H8O, computed with ωB97M-V/def2-TZVPD.

Each line ends with the Löwdin charge.
Cartesian coordinates (Å):
H  2.06620  -1.03562  -0.16875  0.082
C  -0.62881  1.13992  0.17104  -0.225
C  0.65309  0.57642  -0.34675  -0.241
H  -0.86371  2.19953  0.24226  0.147
O  -1.26780  0.23019  1.07039  -0.072
H  -2.22660  -1.33839  -0.03298  0.115
C  -1.28929  -0.79768  0.04799  -0.141
H  1.19744  1.27253  -0.97975  0.137
H  2.19664  0.19670  1.10165  0.080
C  -0.67803  0.17146  -0.97000  -0.118
H  -0.91977  0.35279  -2.01470  0.130
C  1.50286  -0.36053  0.47473  -0.059
H  -0.62576  -1.65048  0.26643  0.101
H  0.88352  -0.95682  1.13844  0.063

Properties
Energy relative to the best compared isomer or geometry (same formula, charge and spin): 60.7 kcal per mole
M: 84.12 g mol⁻¹
Kohn-Sham gap: 0.3798 Eh

No. 8
The molecule C5H8O, computed with ωB97M-V/def2-TZVPD.

Each line ends with the Löwdin charge.
Cartesian coordinates (Å):
H  2.71145  0.00267  -0.29950  0.094
H  -1.06376  -2.34327  0.60473  0.089
H  -1.76648  -0.28548  1.34387  0.123
H  -0.82296  1.69602  0.10139  0.138
C  1.67179  0.25784  -0.15188  -0.079
H  -2.11709  -0.43010  -0.40246  0.118
H  0.29760  -0.43509  -1.76157  0.107
C  -1.31121  -0.42472  0.34373  -0.247
H  0.71626  1.29445  -1.82757  0.102
C  -0.33971  0.71147  0.08454  -0.285
C  0.56541  0.44101  -1.16189  -0.135
C  0.92402  0.55906  0.90466  -0.060
H  1.09481  0.57174  1.98156  0.105
O  -0.56012  -1.61561  0.24040  -0.068

Properties
Energy relative to the best compared isomer or geometry (same formula, charge and spin): 47.6 kcal per mole
M: 84.12 g mol⁻¹
Kohn-Sham gap: 0.3719 Eh
SMILES string: OC[C@H]1C=CC1